1.
The following is a quantum chemistry calculation of a structure of composition C20H25N6O3RuS, from OMol25.

ORCA input file:
```
! wB97M-V def2-TZVPD RIJCOSX def2/J DEFGRID3
* xyz 2 2
Ru -0.250 -0.527 0.538
N 0.533 0.025 2.928
N 0.058 1.348 3.123
C -0.316 2.060 2.020
O -1.174 2.968 2.120
O 0.167 1.726 0.902
H 0.093 -0.599 3.607
H 1.548 -0.015 3.074
H -0.307 1.622 4.027
C 3.698 0.757 -1.370
C 2.343 0.646 -1.041
N 1.826 -0.448 -0.519
C 2.624 -1.511 -0.284
C 4.002 -1.496 -0.606
C 4.531 -0.315 -1.157
C 4.788 -2.661 -0.372
C 4.231 -3.799 0.112
C 2.853 -3.850 0.462
C 2.248 -5.001 1.000
C 0.918 -4.960 1.349
C 0.213 -3.764 1.182
N 0.760 -2.673 0.684
C 2.052 -2.694 0.298
H 4.068 1.679 -1.790
H 1.669 1.480 -1.195
H 5.579 -0.264 -1.413
H 5.841 -2.622 -0.597
H 4.823 -4.688 0.256
H 2.834 -5.899 1.134
H 0.416 -5.824 1.755
H -0.833 -3.710 1.464
C -3.688 4.463 -0.391
C -3.639 3.218 0.458
S -2.063 2.284 0.241
O -2.344 0.949 0.767
C -1.851 1.894 -1.593
C -3.096 1.311 -2.212
H -4.549 5.061 -0.094
H -3.784 4.240 -1.450
H -2.806 5.080 -0.236
H -4.439 2.508 0.258
H -3.612 3.462 1.518
H -1.030 1.162 -1.558
H -1.519 2.815 -2.058
H -3.468 0.473 -1.625
H -2.844 0.942 -3.207
H -3.886 2.049 -2.322
N -2.264 -2.479 -1.533
C -3.287 -3.300 -1.243
C -3.671 -3.027 0.054
C -2.808 -2.015 0.480
N -1.962 -1.690 -0.497
H -1.751 -2.418 -2.402
H -3.682 -4.004 -1.948
H -4.457 -3.493 0.610
H -2.791 -1.486 1.424
*
```

Values from the calculation:
Energy relative to the best compared isomer or geometry (same formula, charge and spin) ... 2.304 eV
Strongest force on any atom ... 0.090 hartree/bohr
LUMO (alpha / beta) ... -8.29 / -8.18 eV
Gap between HOMO and LUMO (alpha / beta) ... 4.793 / 4.897 eV
DFT total energy ... -49627.8039 eV



2.
The following is a quantum chemistry calculation of a structure of composition C20H25NO2Yb, from OMol25.

ORCA input file:
```
! wB97M-V def2-TZVPD RIJCOSX def2/J DEFGRID3
* xyz -2 3
Yb -0.079 0.029 -0.180
C 1.560 1.787 -1.883
C 2.418 1.376 -0.826
C 2.576 -0.038 -0.907
H 2.940 2.046 -0.138
C 1.836 -0.501 -2.035
C 1.202 0.631 -2.632
H 0.588 0.618 -3.535
H 1.275 2.816 -2.113
H 3.191 -0.654 -0.243
H 1.803 -1.525 -2.410
C -2.317 1.656 -0.299
C -1.995 1.464 -1.676
C -2.158 0.078 -1.978
H -1.734 2.248 -2.385
C -2.609 -0.573 -0.793
C -2.674 0.393 0.252
H -2.991 0.207 1.282
H -2.359 2.616 0.212
H -2.016 -0.396 -2.951
H -2.910 -1.617 -0.722
O -0.588 -2.303 0.112
C -0.831 -3.726 -0.093
C -0.156 -4.014 1.280
C -0.201 -4.126 -1.427
C -2.317 -4.162 -0.045
C -0.218 -2.540 1.602
H 0.840 -4.323 0.988
H -0.683 -4.704 1.962
H -1.081 -2.195 2.203
H 0.732 -2.225 2.124
H 0.095 -5.167 -1.457
H 0.661 -3.496 -1.609
H -0.918 -3.998 -2.239
H -2.446 -5.277 0.187
H -2.857 -4.066 -1.034
H -2.907 -3.623 0.756
O 0.234 1.570 1.454
N 0.791 2.771 1.735
C 1.736 2.900 2.738
C 2.438 4.084 2.874
C 2.149 5.176 2.032
C 1.124 5.062 1.095
C 0.438 3.858 0.979
H 1.974 2.015 3.322
H 3.217 4.172 3.629
H 2.694 6.131 2.154
H 0.871 5.860 0.423
H -0.337 3.686 0.213
*
```

Values from the calculation:
Energy relative to the best compared isomer or geometry (same formula, charge and spin) ... 0.778 eV
Strongest force on any atom ... 0.047 hartree/bohr
LUMO (alpha / beta) ... 4.94 / 5.02 eV
Gap between HOMO and LUMO (alpha / beta) ... 2.364 / 5.782 eV
DFT total energy ... -58255.0353 eV



3.
The following is a quantum chemistry calculation of the molecule C20H25NO4, from OMol25.

ORCA input file:
```
! wB97M-V def2-TZVPD RIJCOSX def2/J DEFGRID3
* xyz 0 1
C 3.425 3.803 -0.185
H 3.276 4.040 -1.243
O 3.821 2.468 -0.010
C 2.962 1.475 -0.443
C 1.722 1.672 -1.023
C 0.958 0.583 -1.414
C 1.415 -0.712 -1.233
C 2.661 -0.909 -0.651
C 3.436 0.167 -0.257
O 4.654 -0.045 0.313
H 5.040 0.819 0.509
H 3.039 -1.904 -0.484
C 0.561 -1.890 -1.589
H 1.189 -2.725 -1.898
H -0.114 -1.635 -2.407
C -0.283 -2.332 -0.360
N 0.632 -2.787 0.679
C 0.866 -4.209 0.623
H 1.675 -4.463 1.307
H 1.169 -4.491 -0.385
H -0.022 -4.803 0.899
C 0.326 -2.333 2.016
H 1.131 -2.674 2.673
H -0.627 -2.752 2.395
C 0.247 -0.811 2.029
C -0.888 -0.399 1.144
C -1.171 -1.183 0.041
C -2.268 -0.868 -0.760
C -3.064 0.227 -0.486
C -2.761 1.037 0.630
C -1.687 0.702 1.432
H -1.446 1.295 2.301
O -3.591 2.103 0.827
C -3.354 2.932 1.935
H -3.441 2.381 2.879
H -2.367 3.405 1.883
H -4.123 3.701 1.897
O -4.153 0.611 -1.215
C -4.513 -0.163 -2.330
H -4.761 -1.192 -2.046
H -3.720 -0.178 -3.086
H -5.397 0.316 -2.747
H -2.487 -1.500 -1.607
H 1.187 -0.407 1.647
H 0.097 -0.445 3.046
H -0.933 -3.165 -0.685
H -0.010 0.758 -1.858
H 1.337 2.668 -1.176
H 4.240 4.408 0.209
H 2.507 4.024 0.369
*
```

Values from the calculation:
Energy relative to the best compared isomer or geometry (same formula, charge and spin) ... 3.011 eV
Strongest force on any atom ... 0.014 hartree/bohr
LUMO ... 0.71 eV
Gap between HOMO and LUMO ... 8.388 eV
SMILES ... COc1ccc(C[C@@H]2c3cc(OC)c(OC)cc3CCN2C)cc1O
DFT total energy ... -30824.8646 eV



4.
The following is a quantum chemistry calculation of a cluster of 2 separate species, C20H25NO5S in total, from OMol25.

ORCA input file:
```
! wB97M-V def2-TZVPD RIJCOSX def2/J DEFGRID3
* xyz 0 1
C -1.576 -4.024 0.594
N -1.623 -2.834 1.458
C -0.599 -2.856 2.481
C -2.219 -1.721 0.980
C -1.740 -0.366 1.313
C -0.527 -0.038 1.983
C -0.111 1.290 2.160
C -0.925 2.353 1.739
C -2.085 2.061 1.003
C -2.463 0.734 0.794
H -0.941 -4.781 1.085
H -2.581 -4.437 0.432
H -1.120 -3.745 -0.375
H -0.472 -3.876 2.858
H 0.367 -2.557 2.033
H -0.861 -2.196 3.323
H -2.601 -1.795 -0.093
H 0.166 -0.807 2.291
H 0.877 1.448 2.615
H -0.618 3.376 1.942
H -2.678 2.874 0.572
H -3.293 0.552 0.119
C -5.935 1.603 -0.441
C -5.548 0.296 -1.080
O -4.998 -0.454 0.074
C -4.899 -1.767 -0.098
C -4.224 -2.459 1.068
O -4.299 -3.796 1.027
C -5.618 -4.409 0.617
S -4.707 -1.784 2.754
C -5.368 -3.166 3.728
C -6.555 -2.904 4.413
C -7.105 -3.895 5.218
C -6.491 -5.144 5.316
C -5.313 -5.396 4.608
C -4.724 -4.397 3.833
O -3.594 -1.218 3.512
O -5.919 -1.020 2.472
O -5.267 -2.360 -1.124
H -6.386 2.270 -1.189
H -6.670 1.418 0.367
H -5.057 2.102 0.013
H -6.419 -0.251 -1.474
H -4.768 0.416 -1.852
H -5.588 -5.410 1.031
H -6.423 -3.818 1.055
H -5.640 -4.382 -0.473
H -7.034 -1.928 4.299
H -8.013 -3.669 5.766
H -6.922 -5.914 5.961
H -4.830 -6.369 4.665
H -3.776 -4.578 3.327
*
```

Values from the calculation:
Energy relative to the best compared isomer or geometry (same formula, charge and spin) ... 5.928 eV
Strongest force on any atom ... 0.064 hartree/bohr
LUMO ... 0.25 eV
Gap between HOMO and LUMO ... 7.463 eV
DFT total energy ... -43703.6992 eV



5.
The following is a quantum chemistry calculation of a structure of composition C20H25NOP2Sn, from OMol25.

ORCA input file:
```
! wB97M-V def2-TZVPD RIJCOSX def2/J DEFGRID3
* xyz 2 1
C -1.448 3.300 -1.654
C -1.236 1.934 -1.450
C 0.040 1.363 -1.758
C 1.119 2.221 -2.175
C 0.840 3.609 -2.364
C -0.410 4.115 -2.127
C 2.370 1.635 -2.297
C 2.604 0.288 -2.062
C 1.469 -0.502 -1.668
C 1.674 -1.854 -1.252
C 2.945 -2.427 -1.333
C 4.031 -1.656 -1.763
C 3.885 -0.338 -2.104
H -2.415 3.720 -1.413
H 1.643 4.246 -2.706
H -0.623 5.169 -2.288
H 3.219 2.275 -2.576
H 3.089 -3.451 -1.016
H 5.006 -2.129 -1.813
H 4.731 0.256 -2.419
N 0.245 0.050 -1.501
Sn 0.229 0.185 1.627
C -2.318 1.053 -0.830
H -2.208 0.028 -1.206
H -3.320 1.420 -1.100
C 0.491 -2.623 -0.693
H -0.424 -2.326 -1.212
H 0.607 -3.697 -0.856
P -2.168 0.907 1.019
P 0.141 -2.324 1.090
C 1.467 -3.266 1.934
H 1.318 -3.259 3.020
H 1.508 -4.316 1.614
H 2.437 -2.811 1.716
C -1.379 -3.320 1.400
H -1.243 -4.375 1.116
H -1.656 -3.295 2.460
H -2.219 -2.931 0.809
C -2.479 2.622 1.642
H -3.414 3.065 1.254
H -2.537 2.612 2.742
H -1.643 3.264 1.331
C -3.670 -0.061 1.542
H -3.686 -0.161 2.635
H -4.622 0.406 1.230
H -3.641 -1.073 1.113
H 1.620 1.007 0.853
H 0.076 1.196 3.426
O -0.017 -0.139 5.545
C -0.029 0.388 4.517
*
```

Values from the calculation:
Energy relative to the best compared isomer or geometry (same formula, charge and spin) ... 1.532 eV
Strongest force on any atom ... 0.159 hartree/bohr
LUMO (alpha / beta) ... -7.82 / -7.82 eV
Gap between HOMO and LUMO (alpha / beta) ... 5.508 / 5.508 eV
DFT total energy ... -49074.3561 eV



6.
The following is a quantum chemistry calculation of a structure of composition C20H26AsN4O2PtS3, from OMol25.

ORCA input file:
```
! wB97M-V def2-TZVPD RIJCOSX def2/J DEFGRID3
* xyz 1 1
Pt 0.264 -0.079 0.146
O -4.447 -0.008 3.175
C -4.854 0.292 1.941
C -6.226 0.475 1.746
C -6.727 0.806 0.507
C -5.870 0.968 -0.580
C -4.519 0.775 -0.403
C -3.982 0.424 0.840
C -2.532 0.179 0.931
O -1.835 0.094 -0.146
N -2.018 0.051 2.132
N -0.662 -0.089 2.158
C -0.162 -0.375 3.307
S -1.182 -0.674 4.695
C 0.201 -0.719 5.880
C 1.399 -1.315 5.175
S 1.549 -0.462 3.571
H -3.467 -0.066 3.166
H -6.873 0.353 2.605
H -7.793 0.945 0.380
H -6.259 1.238 -1.553
H -3.839 0.892 -1.234
H -0.110 -1.326 6.728
H 0.396 0.300 6.210
H 1.263 -2.376 4.978
H 2.324 -1.154 5.725
C 3.962 -0.743 1.459
As 2.672 -0.099 0.152
C 3.176 1.775 0.023
C 3.480 -0.791 -1.475
H 4.952 -0.589 1.030
H 3.818 -1.802 1.661
H 3.886 -0.189 2.388
H 4.227 1.861 -0.252
H 3.011 2.279 0.974
H 2.566 2.252 -0.741
H 4.496 -0.405 -1.548
H 2.911 -0.467 -2.344
H 3.509 -1.879 -1.457
N -1.733 1.924 -2.601
C -1.177 0.724 -2.672
S 0.474 0.524 -2.212
N -1.814 -0.311 -3.194
C -3.145 -0.379 -3.695
C -3.676 0.617 -4.508
C -4.979 0.501 -4.967
C -5.747 -0.601 -4.624
C -5.199 -1.609 -3.842
C -3.900 -1.504 -3.380
H -1.200 2.655 -2.163
H -2.726 2.052 -2.734
H -1.337 -1.193 -3.086
H -3.060 1.452 -4.818
H -5.394 1.272 -5.602
H -6.768 -0.681 -4.971
H -5.787 -2.479 -3.583
H -3.469 -2.278 -2.756
*
```

Values from the calculation:
Energy relative to the best compared isomer or geometry (same formula, charge and spin) ... 0.644 eV
Strongest force on any atom ... 0.041 hartree/bohr
LUMO ... -3.48 eV
Gap between HOMO and LUMO ... 6.882 eV
DFT total energy ... -127804.6431 eV